Entry 1:
{"formula": "C10H37Ca2O15PS", "method": "ωB97M-V/def2-TZVPD", "symbols": ["Ca", "Ca", "S", "P", "O", "O", "O", "O", "O", "O", "O", "O", "O", "O", "O", "O", "O", "O", "O", "C", "C", "C", "C", "C", "C", "C", "C", "C", "C", "H", "H", "H", "H", "H", "H", "H", "H", "H", "H", "H", "H", "H", "H", "H", "H", "H", "H", "H", "H", "H", "H", "H", "H", "H", "H", "H", "H", "H", "H", "H", "H", "H", "H", "H", "H", "H"], "positions_angstrom": [[-1.297, 1.538, 18.519], [-2.481, -3.190, 19.849], [-3.397, -0.354, 17.819], [-6.146, -3.983, 20.561], [-7.300, 0.331, 17.207], [-0.562, -3.769, 18.418], [-3.227, -1.688, 18.439], [-2.164, 0.025, 17.056], [-5.482, -2.269, 15.305], [-1.523, -0.656, 14.482], [-3.135, -1.226, 21.203], [0.552, 0.685, 17.250], [-4.698, -3.691, 20.415], [-6.427, -5.476, 20.983], [-6.874, -3.141, 21.688], [-5.367, 1.689, 20.439], [-7.044, -3.787, 19.276], [-3.340, 0.683, 18.895], [-4.617, -0.340, 17.070], [-2.738, -0.790, 22.532], [-6.164, -2.648, 22.825], [1.095, 0.714, 15.910], [-6.965, -2.531, 18.569], [-0.880, -3.053, 17.191], [-6.801, -6.524, 20.079], [-8.050, 0.062, 16.030], [-4.524, -3.297, 15.227], [-2.477, 0.135, 13.763], [-6.400, 0.761, 20.769], [-2.747, 1.042, 14.312], [1.190, -0.305, 15.538], [-3.195, -0.430, 20.652], [-5.232, -1.692, 16.043], [-1.705, -0.440, 22.592], [-4.796, 1.298, 19.770], [-4.389, -3.857, 16.161], [-6.024, -0.264, 20.822], [-6.393, -1.589, 22.939], [-8.902, 0.737, 15.971], [-4.803, -3.976, 14.423], [2.037, 1.251, 15.827], [0.272, -3.357, 18.679], [-5.079, -2.744, 22.768], [-1.953, -3.134, 17.022], [0.361, 1.169, 15.248], [-6.960, -2.759, 17.504], [0.916, -0.063, 17.733], [-7.171, -6.175, 19.116], [-6.357, 0.214, 17.052], [-7.652, -7.051, 20.509], [-3.398, 0.034, 22.801], [-7.788, -1.865, 18.810], [-3.401, -0.446, 13.674], [-7.442, 0.264, 15.143], [-0.666, -1.986, 17.240], [-6.827, 1.087, 21.717], [-8.376, -0.979, 15.987], [-2.868, -1.633, 23.204], [-2.110, 0.352, 12.766], [-0.448, -3.495, 16.294], [-6.498, -3.166, 23.722], [-6.021, -2.016, 18.756], [-5.972, -7.219, 19.963], [-3.538, -2.920, 14.906], [-1.739, -0.573, 15.421], [-7.221, 0.834, 20.052]], "forces_ev_per_angstrom": [[-0.3, 0.0, -1.1], [-1.7, 0.0, 0.3], [-0.6, -0.7, -0.6], [-2.3, -1.1, 0.3], [-0.2, 0.0, 0.5], [0.1, 1.2, 0.1], [0.6, 0.2, 0.1], [0.2, -0.2, 0.1], [0.0, -0.1, 0.4], [0.4, 0.2, 0.0], [1.2, -0.1, 0.1], [-0.2, 0.4, 1.0], [1.4, 0.3, -0.3], [0.2, 0.9, -0.4], [1.1, -0.1, -0.7], [0.3, -0.2, 0.3], [0.9, 0.1, 0.8], [0.2, 0.5, 1.4], [0.8, 0.6, 0.1], [-0.5, 0.2, -0.2], [0.0, 0.5, 0.8], [-0.2, -0.3, -1.1], [0.3, 0.4, -0.8], [-1.0, -0.3, -1.1], [-0.6, -0.8, -0.2], [0.5, 0.2, -0.5], [0.6, 0.1, -0.6], [-0.7, -0.7, 0.4], [-0.4, 0.7, -0.2], [0.3, 0.2, -0.2], [0.2, 0.0, 0.1], [-0.4, -0.1, -0.1], [-0.1, -0.1, -0.4], [0.0, -0.1, -0.2], [-0.4, 0.1, 0.0], [-0.2, -0.1, 0.0], [-0.1, -0.1, 0.1], [-0.1, 0.0, -0.1], [-0.1, -0.1, 0.3], [-0.3, -0.1, 0.2], [0.0, 0.0, 0.4], [0.3, -0.7, 0.2], [-0.1, -0.2, -0.4], [0.0, 0.0, 0.1], [-0.1, 0.1, 0.2], [-0.3, -0.1, 0.0], [0.4, 0.0, -0.3], [0.4, 0.3, 0.0], [-0.4, 0.1, -0.2], [0.2, 0.0, 0.3], [0.0, -0.1, 0.3], [-0.1, -0.2, 0.2], [0.0, 0.1, -0.2], [-0.1, -0.1, 0.0], [0.2, -0.1, 0.2], [0.2, -0.2, 0.2], [-0.1, 0.0, 0.0], [-0.1, 0.0, 0.1], [0.2, 0.1, 0.1], [0.5, -0.1, 0.3], [-0.1, -0.1, -0.1], [0.0, -0.1, 0.3], [0.0, 0.1, 0.0], [0.0, 0.1, 0.2], [-0.1, 0.0, -0.4], [0.1, -0.3, -0.2]], "e_tot_ha": -3626.26561, "orbital_gap_ev": 5.96, "lumo_ev": -7.8, "e_above_lowest_ev": 0.000, "total_charge": 2, "multiplicity": 1}

***

Entry 2:
{"formula": "C4H11Cl2MgN2O2", "method": "ωB97M-V/def2-TZVPD", "symbols": ["Cl", "Cl", "Mg", "O", "O", "N", "N", "C", "C", "C", "C", "H", "H", "H", "H", "H", "H", "H", "H", "H", "H", "H"], "positions_angstrom": [[-9.078, -2.552, -17.014], [-6.043, -3.723, -18.816], [-6.893, -2.329, -17.248], [-5.879, -1.979, -15.619], [-6.893, -0.524, -18.280], [-8.133, 0.695, -19.731], [-6.967, 1.706, -17.979], [-7.335, 0.559, -18.619], [-4.434, -2.057, -13.701], [-4.841, 0.078, -14.942], [-4.763, -1.456, -15.060], [-8.215, 1.598, -20.155], [-5.696, 0.344, -14.313], [-3.939, 0.503, -14.483], [-4.978, 0.515, -15.935], [-7.388, 2.588, -18.200], [-6.333, 1.596, -17.209], [-3.881, -1.664, -15.710], [-4.515, -3.135, -13.805], [-5.137, -1.660, -12.956], [-3.478, -1.661, -13.346], [-8.340, -0.160, -20.215]], "forces_ev_per_angstrom": [[-1.2, 0.0, 0.2], [0.3, -0.3, -0.4], [1.2, 0.4, 0.8], [-0.8, -0.2, -0.4], [0.0, -0.1, 0.2], [0.3, 0.2, 1.1], [-0.2, -0.2, -0.3], [0.3, 0.1, -0.7], [-0.4, 0.8, 0.2], [0.0, 0.0, 0.2], [0.5, 0.3, -0.8], [-0.2, -0.2, -0.3], [-0.1, 0.0, -0.1], [0.0, 0.0, -0.1], [0.0, 0.0, 0.0], [0.0, 0.0, 0.2], [-0.1, 0.1, 0.1], [0.1, 0.1, 0.1], [0.3, -0.1, 0.4], [-0.3, -0.4, -0.1], [0.4, -0.6, -0.1], [0.0, 0.1, -0.2]], "e_tot_ha": -1539.77431, "orbital_gap_ev": 7.33, "lumo_ev": 2.7, "e_above_lowest_ev": 0.115, "total_charge": -1, "multiplicity": 1}

***

Entry 3:
{"formula": "C4H9N2", "method": "ωB97M-V/def2-TZVPD", "symbols": ["N", "N", "C", "C", "C", "C", "H", "H", "H", "H", "H", "H", "H", "H", "H"], "positions_angstrom": [[0.993, 0.221, -0.218], [0.657, 0.156, -1.404], [2.165, -0.154, 0.567], [-1.300, 1.390, -0.197], [-1.024, -1.232, -0.057], [-0.448, 0.101, -0.465], [-2.003, -1.344, -0.689], [-2.128, 1.204, -0.955], [-0.589, 2.306, -0.302], [-1.341, -1.208, 1.001], [1.882, -1.110, 1.086], [3.060, -0.191, -0.188], [-1.799, 1.487, 0.780], [2.392, 0.500, 1.479], [-0.519, -2.127, -0.438]], "forces_ev_per_angstrom": [[-0.3, -0.5, -0.4], [1.4, 0.1, 0.2], [1.9, 0.2, 0.1], [1.0, -0.4, -1.4], [-2.8, -0.1, -2.4], [-1.4, 1.0, 3.3], [1.3, 0.4, 1.3], [1.0, 1.3, 0.7], [-1.7, -1.4, -0.4], [0.5, -0.3, -0.5], [0.3, 0.5, -1.0], [-1.6, -0.2, 1.7], [0.5, -0.6, -0.2], [-0.6, -0.2, -1.7], [0.6, 0.3, 0.7]], "e_tot_ha": -266.92834, "smiles": "C[N+]1=NC1(C)C", "orbital_gap_ev": 10.28, "lumo_ev": -6.1, "e_above_lowest_ev": 4.652, "total_charge": 1, "multiplicity": 1}